Entry 1:
This record from the OMol25 dataset describes the molecule C5H9NO at a distorted geometry. The level of theory is ωB97M-V/def2-TZVPD.

Each atom is followed by the atoms it is bonded to, with distances in Å.
Geometry (Å):
1 O 2.40605 -0.10905 -0.48563  C6 1.412, H10 0.968
2 N 0.46231 -2.46184 0.69791  C7 1.157
3 C -2.06959 -0.18777 0.11140  C4 1.534, H11 1.093, H12 1.095, H14 1.094
4 C -0.64414 -0.35934 -0.42853  C3 1.534, C5 1.553, C7 1.472, H16 1.096
5 C 0.20506 0.92938 -0.25715  C4 1.553, C6 1.528, H9 1.098, H15 1.094
6 C 1.60579 0.73128 0.31921  O1 1.412, C5 1.528, H8 1.095, H13 1.099
7 C -0.02749 -1.53298 0.21099  N2 1.157, C4 1.472
8 H 2.10228 1.70671 0.36008  C6 1.095
9 H -0.34187 1.63566 0.38092  C5 1.098
10 H 2.27101 -1.02008 -0.18677  O1 0.968
11 H -2.66565 -1.09256 -0.03326  C3 1.093
12 H -2.05016 0.03903 1.18241  C3 1.095
13 H 1.55078 0.34777 1.34748  C6 1.099
14 H -2.55910 0.64135 -0.40721  C3 1.094
15 H 0.31005 1.39829 -1.24022  C5 1.094
16 H -0.69497 -0.60631 -1.49558  C4 1.096

Output
Highest occupied orbital energy in eV: -10.50
SMILES: C[C@H](C#N)CCO
HOMO-LUMO gap in eV: 11.35
Energy in eV: -8868.07987
Energy above the lowest of the compared OMol25 structures with the same formula, charge and spin in kcal per mole: 26.1
LUMO level in hartree: 0.0313

=====

Entry 2:
This record from the OMol25 dataset describes the molecule C5H9NO at a distorted geometry. The level of theory is ωB97M-V/def2-TZVPD.

Each atom is followed by the atoms it is bonded to, with distances in Å.
Geometry (Å):
1 O -0.99383 -1.02601 -1.55137  C3 1.436, H15 0.968
2 N 0.79600 2.83636 -0.42779  C6 1.158
3 C -1.67788 -0.32776 -0.49991  O1 1.436, C5 1.549, H8 1.088, H13 1.096
4 C 1.79707 -0.44374 0.74894  C7 1.523, H9 1.093, H10 1.096, H16 1.092
5 C -0.76085 -0.02357 0.71111  C3 1.549, C7 1.536, H11 1.102, H14 1.098
6 C 0.76902 1.71553 -0.13767  N2 1.158, C7 1.466
7 C 0.61965 0.27814 0.10817  C4 1.523, C5 1.536, C6 1.466, H12 1.098
8 H -2.49724 -0.98396 -0.21233  C3 1.088
9 H 2.68695 -0.29602 0.13161  C4 1.093
10 H 1.55665 -1.51330 0.73454  C4 1.096
11 H -1.16233 0.81786 1.29896  C5 1.102
12 H 0.54840 -0.17810 -0.88780  C7 1.098
13 H -2.07030 0.62791 -0.86536  C3 1.096
14 H -0.70137 -0.86778 1.41041  C5 1.098
15 H -0.92027 -0.46926 -2.33982  O1 0.968
16 H 2.01032 -0.14631 1.77830  C4 1.092

Output
Highest occupied orbital energy in eV: -10.64
SMILES: C[C@H](C#N)CCO
HOMO-LUMO gap in eV: 11.36
Energy in eV: -8867.68708
Energy above the lowest of the compared OMol25 structures with the same formula, charge and spin in kcal per mole: 35.2
LUMO level in hartree: 0.0265

=====

Entry 3:
This record from the OMol25 dataset describes the molecule C5H9NO at a distorted geometry. The level of theory is ωB97M-V/def2-TZVPD.

Each atom is followed by the atoms it is bonded to, with distances in Å.
Geometry (Å):
1 O -2.97983 -0.11090 2.32390  C7 1.203
2 N -1.23865 0.12798 0.83351  C4 1.440, C7 1.370, H9 1.011
3 C 1.24837 -0.80034 -0.87250  C5 1.497, C6 1.330, H12 1.092
4 C 0.00481 0.83734 0.67969  N2 1.440, C5 1.533, H8 1.109, H16 1.090
5 C 0.64454 0.55661 -0.68533  C3 1.497, C4 1.533, H10 1.093, H11 1.094
6 C 1.19735 -1.61161 -1.92481  C3 1.330, H13 1.078, H14 1.084
7 C -2.09035 0.52972 1.82921  O1 1.203, N2 1.370, H15 1.105
8 H 0.73926 0.57820 1.46923  C4 1.109
9 H -1.28014 -0.77928 0.38976  N2 1.011
10 H 1.45666 1.28153 -0.78220  C5 1.093
11 H -0.09290 0.75864 -1.46748  C5 1.094
12 H 1.93847 -1.03945 -0.06132  C3 1.092
13 H 1.87011 -2.45022 -1.99705  C6 1.078
14 H 0.49280 -1.36264 -2.70974  C6 1.084
15 H -1.86749 1.57360 2.11413  C7 1.105
16 H -0.04302 1.91083 0.86098  C4 1.090

Output
Highest occupied orbital energy in eV: -9.67
SMILES: C=CCCNC=O
HOMO-LUMO gap in eV: 10.59
Energy in eV: -8867.78884
Energy above the lowest of the compared OMol25 structures with the same formula, charge and spin in kcal per mole: 32.8
LUMO level in hartree: 0.0339

=====

Entry 4:
This record from the OMol25 dataset describes the molecule C5H9NO. The level of theory is ωB97M-V/def2-TZVPD.

Each atom is followed by the atoms it is bonded to, with distances in Å.
Geometry (Å):
1 O 1.10696 0.02977 2.25795  C5 1.208
2 N -0.99911 0.55842 -1.34791  C4 1.463, C6 1.458, H8 1.015
3 C 1.13557 -0.92474 -1.28390  C6 1.509, H11 1.088, H13 1.093, H16 1.093
4 C -0.46100 0.83895 -0.01658  N2 1.463, C6 1.481, C7 1.507, H14 1.089
5 C -0.05623 -0.29411 2.23056  O1 1.208, C7 1.507, H10 1.113
6 C 0.43096 0.39892 -1.11358  N2 1.458, C3 1.509, C4 1.481, H15 1.088
7 C -1.00736 -0.01977 1.09479  C4 1.507, C5 1.507, H9 1.098, H12 1.102
8 H -1.16950 1.40595 -1.88059  N2 1.015
9 H -1.35909 -0.98209 0.69986  C7 1.098
10 H -0.50909 -0.84226 3.08695  C5 1.113
11 H 2.13214 -0.67462 -1.64060  C3 1.088
12 H -1.90185 0.45756 1.52615  C7 1.102
13 H 0.66338 -1.55983 -2.03736  C3 1.093
14 H -0.30777 1.87779 0.27043  C4 1.089
15 H 1.03659 1.22161 -1.48769  C6 1.088
16 H 1.26539 -1.49157 -0.35848  C3 1.093

Output
Highest occupied orbital energy in eV: -9.72
SMILES: C[C@H]1N[C@H]1CC=O
HOMO-LUMO gap in eV: 10.76
Energy in eV: -8867.07740
Energy above the lowest of the compared OMol25 structures with the same formula, charge and spin in kcal per mole: 49.2
LUMO level in hartree: 0.0380

=====

Entry 5:
This record from the OMol25 dataset describes a cluster of 2 separate species, C5H9NO in total. The level of theory is ωB97M-V/def2-TZVPD.

Each atom is followed by the atoms it is bonded to, with distances in Å.
Geometry (Å):
1 O -1.22693 -1.63902 -1.38638  C4 1.172
2 N -1.31511 1.46924 -1.48408  C6 1.267, H15 1.021
3 C 1.01133 -1.86970 1.18661  C5 1.512, H8 1.097, H12 1.094, H16 1.097
4 C -0.37173 -1.23137 -0.69564  O1 1.172, C5 1.318
5 C 0.58885 -0.87239 0.13159  C3 1.512, C4 1.318, C7 1.507
6 C -1.83299 1.80121 -0.37668  N2 1.267, H11 1.095, H13 1.093
7 C 1.36144 0.41539 0.00717  C5 1.507, H9 1.098, H10 1.091, H14 1.098
8 H 1.02406 -1.39689 2.17610  C3 1.097
9 H 2.41985 0.20748 -0.19626  C7 1.098
10 H 0.97072 1.04720 -0.79212  C7 1.091
11 H -2.61296 2.55958 -0.25316  C6 1.095
12 H 0.34112 -2.73296 1.23607  C3 1.094
13 H -1.48673 1.30498 0.53356  C6 1.093
14 H 1.31441 0.98277 0.94657  C7 1.098
15 H -1.73566 1.98419 -2.25847  N2 1.021
16 H 2.02311 -2.24126 0.98076  C3 1.097

Output
Highest occupied orbital energy in eV: -8.11
SMILES: CC(C)=C=O.C=N
HOMO-LUMO gap in eV: 9.09
Energy in eV: -8866.71673
Energy above the lowest of the compared OMol25 structures with the same formula, charge and spin in kcal per mole: 57.6
LUMO level in hartree: 0.0358

=====

Entry 6:
This record from the OMol25 dataset describes the molecule C5H9NO. The level of theory is ωB97M-V/def2-TZVPD.

Each atom is followed by the atoms it is bonded to, with distances in Å.
Geometry (Å):
1 O -1.24058 -1.16115 2.28352  C5 1.206
2 N 1.60976 -0.52523 0.08321  C6 1.458, C7 1.262
3 C -1.99039 0.62896 -0.26290  C4 1.533, H11 1.095, H13 1.094, H14 1.098
4 C -0.80971 -0.28662 0.07897  C3 1.533, C5 1.518, C6 1.527, H9 1.096
5 C -0.67462 -0.35314 1.58911  O1 1.206, C4 1.518, H8 1.113
6 C 0.50441 0.21079 -0.51925  N2 1.458, C4 1.527, H10 1.101, H12 1.100
7 C 2.72455 -0.53647 -0.50852  N2 1.262, H15 1.099, H16 1.091
8 H -0.04294 0.44559 2.03841  C5 1.113
9 H -1.02047 -1.30506 -0.26647  C4 1.096
10 H 0.49299 0.13303 -1.61738  C6 1.101
11 H -2.12396 0.71432 -1.34668  C3 1.095
12 H 0.62956 1.27567 -0.27413  C6 1.100
13 H -2.91623 0.23621 0.16778  C3 1.094
14 H -1.83220 1.63937 0.13570  C3 1.098
15 H 2.91581 -0.03113 -1.46545  C7 1.099
16 H 3.56042 -1.06642 -0.04923  C7 1.091

Output
Highest occupied orbital energy in eV: -9.48
SMILES: C=NC[C@H](C)C=O
HOMO-LUMO gap in eV: 10.42
Energy in eV: -8867.39546
Energy above the lowest of the compared OMol25 structures with the same formula, charge and spin in kcal per mole: 41.9
LUMO level in hartree: 0.0345

=====

Entry 7:
This record from the OMol25 dataset describes the molecule C5H9NO at a distorted geometry. The level of theory is ωB97M-V/def2-TZVPD.

Each atom is followed by the atoms it is bonded to, with distances in Å.
Geometry (Å):
1 O 1.19710 -0.36914 -0.54064  C5 1.377, C6 1.613
2 N -1.00578 1.79862 1.30787  C4 1.165
3 C -1.26516 -0.16530 -1.08582  C6 1.523, H8 1.100, H11 1.092, H15 1.090
4 C -0.22042 1.21110 0.67985  N2 1.165, C6 1.475
5 C 1.96514 0.77063 -0.45715  O1 1.377, H9 1.330, H12 1.103, H13 1.103
6 C -0.27615 -0.13161 0.07241  O1 1.613, C3 1.523, C4 1.475, C7 1.524
7 C -0.50354 -1.22218 1.11300  C6 1.524, H10 1.099, H14 1.089, H16 1.093
8 H -2.32037 -0.06576 -0.79223  C3 1.100
9 H 1.16184 1.59157 0.21292  C5 1.330
10 H -1.55080 -1.37456 1.41092  C7 1.099
11 H -1.03061 0.62938 -1.79706  C3 1.092
12 H 2.86117 0.71308 0.18388  C5 1.103
13 H 2.15872 1.29632 -1.40703  C5 1.103
14 H -0.14957 -2.13341 0.63360  C7 1.089
15 H -1.13487 -1.13248 -1.57137  C3 1.090
16 H 0.08474 -1.03762 2.01495  C7 1.093

Output
Highest occupied orbital energy in eV: -10.23
SMILES: COC(C)(C)C#N
HOMO-LUMO gap in eV: 10.60
Energy in eV: -8865.54270
Energy above the lowest of the compared OMol25 structures with the same formula, charge and spin in kcal per mole: 84.6
LUMO level in hartree: 0.0136

=====

Entry 8:
This record from the OMol25 dataset describes the ion C5H9NO with charge +1 at a distorted geometry. The level of theory is ωB97M-V/def2-TZVPD.

Each atom is followed by the atoms it is bonded to, with distances in Å.
Geometry (Å):
1 O -1.80498 0.34733 0.61476  C5 1.208
2 N -2.28361 -0.36573 -1.48350  C5 1.366, H10 1.005, H11 1.007
3 C 1.98461 1.52623 1.25525  C7 1.407, H8 1.087, H15 1.085
4 C -0.16840 -1.05786 -0.51876  C5 1.549, C6 1.544, H9 1.091, H14 1.082
5 C -1.51345 -0.30727 -0.35742  O1 1.208, N2 1.366, C4 1.549
6 C 0.69543 -0.52101 0.64309  C4 1.544, C7 1.444, H12 1.105, H16 1.099
7 C 0.95247 0.89571 0.53556  C3 1.407, C6 1.444, H13 1.088
8 H 2.22852 2.57702 1.11847  C3 1.087
9 H -0.31569 -2.12362 -0.33985  C4 1.091
10 H -2.93859 0.33646 -1.77855  N2 1.005
11 H -2.09721 -1.16842 -2.06184  N2 1.007
12 H 0.22933 -0.67310 1.63370  C6 1.105
13 H 0.45686 1.51818 -0.20693  C7 1.088
14 H 0.24940 -0.78770 -1.48000  C4 1.082
15 H 2.76539 1.00290 1.79721  C3 1.085
16 H 1.55994 -1.19912 0.62882  C6 1.099

Output
Highest occupied orbital energy (spin up / spin down) in eV: -14.18 / -14.10
HOMO-LUMO gap (spin up / spin down) in eV: 9.03 / 5.33
Energy in eV: -8858.78703
Expectation value of S²: 0.754
Total charge: +1
Energy above the lowest of the compared OMol25 structures with the same formula, charge and spin in kcal per mole: 38.4
LUMO level (spin up / spin down) in hartree: -0.1892 / -0.3224
Spin multiplicity: 2